[1]
Molecular formula: C14H10CuN2O4
Method: DFT, wB97M-V/def2-TZVPD

## Properties
Kohn-Sham gap   6.42 eV
E_HOMO   -3.9 eV
Net charge   -1
E_LUMO   2.567 eV
Energy   -2590.58736 a.u.

Each line ends with the natural charge from an NBO analysis.
CARTESIAN COORDINATES (ANGSTROEM)
Cu 2.229 0.156 -0.818  0.82
O 2.529 4.094 -0.737  -0.67
C 2.169 2.946 -0.919  0.71
O 2.909 1.927 -1.255  -0.82
C 0.787 2.582 -0.870  0.13
C -0.151 3.611 -0.684  -0.22
C -1.425 3.222 -0.309  -0.14
C -1.749 1.845 -0.183  -0.14
C -3.015 1.428 0.204  -0.17
C -3.269 0.093 0.266  -0.23
C -2.389 -0.829 -0.285  -0.21
C -1.147 -0.526 -0.758  -0.22
C -0.792 0.876 -0.592  0.26
N 0.480 1.260 -0.801  -0.51
H 0.152 4.630 -0.859  0.25
H -2.264 3.890 0.018  0.20
H -3.727 2.194 0.444  0.20
H -4.189 -0.323 0.603  0.20
H -2.886 -1.799 -0.468  0.20
H -0.572 -1.194 -1.364  0.26
O 1.294 -2.752 -1.736  -0.68
C 1.557 -2.611 -0.529  0.64
C 1.253 -3.634 0.531  -0.51
C 1.581 -2.931 1.864  -0.51
C 1.697 -1.440 1.392  0.67
O 1.739 -0.431 2.080  -0.62
N 1.921 -1.398 -0.021  -0.77
H 1.787 -4.605 0.459  0.22
H 0.185 -3.900 0.449  0.22
H 2.502 -3.323 2.299  0.22
H 0.806 -3.059 2.582  0.21

[2]
Molecular formula: C14H10I2N10O2ReS
Method: DFT, wB97M-V/def2-TZVPD

## Properties
Kohn-Sham gap (spin up / spin down)   5.75 / 6.69 eV
E_HOMO (spin up / spin down)   -14.9 / -15.5 eV
2S+1   2
Energy above the lowest of the compared OMol25 structures with the same formula, charge and spin   1.203 eV
Net charge   +2
⟨S²⟩   0.765
E_LUMO (spin up / spin down)   -9.130 / -8.847 eV
Energy   -2308.65201 a.u.

Each line ends with the natural charge from an NBO analysis.
CARTESIAN COORDINATES (ANGSTROEM)
Re 0.022 -1.025 0.613  1.19
C 1.451 3.137 0.591  -0.71
C 1.233 1.688 0.367  0.42
N 0.235 1.028 0.851  -0.31
N -0.565 1.583 1.846  -0.45
C -0.726 0.814 2.942  0.36
N -1.439 1.247 3.951  -0.70
S 0.037 -0.746 2.988  0.01
C 2.198 0.819 -0.325  0.11
C 3.210 1.297 -1.128  -0.15
C 4.132 0.396 -1.659  -0.10
C 4.016 -0.939 -1.339  -0.18
C 2.963 -1.355 -0.530  0.10
N 2.065 -0.506 -0.035  -0.46
H 1.196 3.404 1.618  0.27
H 0.804 3.713 -0.079  0.29
H 2.481 3.425 0.406  0.27
H -1.111 2.409 1.639  0.44
H -1.864 2.163 3.980  0.43
H -1.599 0.636 4.741  0.45
H 3.283 2.352 -1.349  0.26
H 4.928 0.746 -2.302  0.27
H 4.720 -1.672 -1.706  0.27
H 2.843 -2.399 -0.278  0.23
I 0.402 -3.689 0.754  0.38
I 0.523 -4.521 -1.773  0.20
O -0.200 -1.174 -1.332  -0.60
N -0.743 -0.054 -1.880  -0.07
C -1.136 -0.232 -3.088  0.03
C -0.991 -1.487 -3.776  0.23
N -0.852 -2.505 -4.287  -0.21
C -1.707 0.900 -3.761  0.21
N -2.170 1.806 -4.292  -0.17
O -1.866 -1.084 0.668  -0.47
N -2.762 -1.123 1.690  -0.05
C -3.900 -1.557 1.283  0.10
C -4.115 -1.978 -0.076  0.19
N -4.205 -2.307 -1.172  -0.14
C -4.969 -1.591 2.238  0.19
N -5.824 -1.618 3.002  -0.12

[3]
Molecular formula: C14H11AuN2O5Se
Method: DFT, wB97M-V/def2-TZVPD

## Properties
Kohn-Sham gap   5.77 eV
E_HOMO   -8.8 eV
Energy above the lowest of the compared OMol25 structures with the same formula, charge and spin   1.469 eV
Net charge   0
E_LUMO   -3.033 eV
Energy   -3562.75182 a.u.

Each line ends with the natural charge from an NBO analysis.
CARTESIAN COORDINATES (ANGSTROEM)
Au 0.155 -1.265 -1.127  0.89
O -2.140 -1.581 0.229  -0.60
C -2.072 -1.488 1.439  0.44
C -1.013 -0.831 2.222  -0.32
C -1.157 -0.987 3.607  -0.11
C -0.232 -0.445 4.455  -0.05
C 0.865 0.266 3.979  -0.15
C 1.017 0.430 2.625  -0.30
C 0.092 -0.108 1.698  0.50
O 0.292 0.137 0.432  -0.85
N -0.401 -0.617 5.917  0.54
O 0.508 -0.243 6.629  -0.38
O -1.366 -1.246 6.300  -0.39
H -2.880 -1.927 2.053  0.12
H -2.005 -1.525 4.011  0.25
H 1.578 0.678 4.679  0.25
H 1.856 0.982 2.224  0.22
C -0.940 -3.022 -3.354  -0.73
C 0.277 -2.660 -2.533  0.43
O 1.368 -3.138 -2.562  -0.48
H -0.985 -4.106 -3.460  0.25
H -0.799 -2.560 -4.332  0.26
H -1.838 -2.625 -2.894  0.25
Se -1.357 0.735 -2.034  0.13
C 0.075 1.862 -2.587  -0.21
C 0.876 2.521 -1.665  -0.26
C 1.886 3.336 -2.152  0.04
N 2.140 3.556 -3.444  -0.39
C 1.345 2.919 -4.307  0.03
C 0.323 2.059 -3.939  -0.26
H 0.729 2.393 -0.602  0.25
H 2.529 3.852 -1.447  0.20
H 1.538 3.087 -5.360  0.20
H -0.264 1.561 -4.699  0.23

[4]
Molecular formula: C14H11BF4IIrN5
Method: DFT, wB97M-V/def2-TZVPD

## Properties
Kohn-Sham gap   6.95 eV
E_HOMO   -11.8 eV
Energy above the lowest of the compared OMol25 structures with the same formula, charge and spin   1.614 eV
Net charge   +1
E_LUMO   -4.808 eV
Energy   -1640.23695 a.u.

Each line ends with the natural charge from an NBO analysis.
CARTESIAN COORDINATES (ANGSTROEM)
Ir 1.117 -0.790 -1.131  1.08
N -1.466 2.620 -2.003  -0.51
C -0.472 1.749 -2.012  0.38
N -0.437 0.694 -1.238  -0.57
C -1.468 0.445 -0.332  0.43
N -1.387 -0.517 0.511  -0.31
N -0.236 -1.230 0.414  -0.18
C 0.263 -1.856 1.398  0.13
C 1.560 -2.484 1.207  0.13
C 2.158 -3.279 2.157  -0.18
C 3.418 -3.807 1.896  -0.12
C 4.039 -3.519 0.696  -0.21
C 3.389 -2.691 -0.208  0.10
N 2.182 -2.198 0.052  -0.43
C -2.616 1.336 -0.337  -0.16
C -3.715 1.147 0.504  -0.13
C -4.733 2.072 0.519  -0.20
C -4.678 3.193 -0.313  -0.14
C -3.611 3.384 -1.163  -0.25
C -2.579 2.454 -1.169  0.24
H -1.422 3.430 -2.600  0.44
H 0.351 1.929 -2.690  0.24
H -0.230 -1.856 2.364  0.24
H 1.646 -3.473 3.090  0.25
H 3.911 -4.427 2.633  0.25
H 5.015 -3.914 0.456  0.25
H 3.847 -2.405 -1.145  0.24
H -3.740 0.270 1.137  0.25
H -5.579 1.932 1.179  0.24
H -5.475 3.924 -0.283  0.24
H -3.571 4.248 -1.818  0.23
I 1.052 -1.764 -3.476  -0.16
F 2.561 2.485 0.226  -0.53
B 2.740 1.145 0.399  1.36
F 3.714 0.748 1.266  -0.52
F 1.471 0.487 0.722  -0.55
F 2.979 0.516 -0.908  -0.58

[5]
Molecular formula: C14H11BF4N5O4S4SbSeTc
Method: DFT, wB97M-V/def2-TZVPD

## Properties
Kohn-Sham gap   6.17 eV
E_HOMO   -11.9 eV
Energy above the lowest of the compared OMol25 structures with the same formula, charge and spin   0.365 eV
Net charge   +1
E_LUMO   -5.695 eV
Energy   -5854.29790 a.u.

Each line ends with the natural charge from an NBO analysis.
CARTESIAN COORDINATES (ANGSTROEM)
Tc -0.439 -0.111 -0.275  0.52
N -2.667 1.086 3.207  -0.49
C -2.361 0.705 1.995  0.43
N -1.128 0.406 1.618  -0.54
C -0.088 0.498 2.544  0.46
N 1.144 0.272 2.200  -0.33
N 1.224 -0.084 0.889  -0.22
C 2.308 -0.538 0.378  0.16
C 2.261 -0.998 -1.007  0.13
C 3.374 -1.524 -1.627  -0.18
C 3.264 -1.962 -2.944  -0.12
C 2.047 -1.854 -3.582  -0.21
C 0.961 -1.326 -2.892  0.13
N 1.063 -0.904 -1.639  -0.41
C -0.405 0.842 3.914  -0.15
C 0.565 0.871 4.921  -0.12
C 0.199 1.181 6.211  -0.20
C -1.136 1.463 6.516  -0.14
C -2.105 1.439 5.535  -0.24
C -1.727 1.129 4.235  0.25
H -3.647 1.207 3.423  0.46
H -3.161 0.628 1.277  0.26
H 3.210 -0.604 0.976  0.24
H 4.308 -1.592 -1.087  0.25
H 4.120 -2.382 -3.453  0.25
H 1.912 -2.184 -4.602  0.25
H -0.018 -1.259 -3.345  0.25
H 1.590 0.640 4.668  0.25
H 0.944 1.199 6.994  0.24
H -1.415 1.697 7.534  0.24
H -3.141 1.651 5.768  0.24
S -3.891 1.876 -2.053  -0.62
Sb -3.800 1.134 -4.128  1.00
S -2.526 -1.171 -1.091  0.60
S -0.633 1.618 -1.321  0.38
S -3.505 -1.298 -3.736  0.14
F -4.024 -3.225 2.452  -0.52
B -3.536 -1.970 2.477  1.37
F -3.197 -1.568 1.026  -0.63
F -2.346 -1.814 3.177  -0.57
F -4.468 -1.000 2.868  -0.57
O -0.526 -3.463 -1.929  -0.97
Se -1.279 -3.075 -0.571  2.45
O -2.140 -1.115 -2.723  -0.86
O -0.278 -2.079 0.373  -0.96
O -2.045 -4.182 0.256  -0.86

[6]
Molecular formula: C14H11Cl3O2SV
Method: DFT, wB97M-V/def2-TZVPD

## Properties
Kohn-Sham gap (spin up / spin down)   6.92 / 7.46 eV
E_HOMO (spin up / spin down)   -7.5 / -8.2 eV
2S+1   4
Energy above the lowest of the compared OMol25 structures with the same formula, charge and spin   0.324 eV
Net charge   0
⟨S²⟩   3.761
E_LUMO (spin up / spin down)   -0.591 / -0.771 eV
Energy   -3413.37822 a.u.

Each line ends with the natural charge from an NBO analysis.
CARTESIAN COORDINATES (ANGSTROEM)
V -1.085 0.000 -0.324  1.11
Cl 2.456 -5.736 2.650  0.00
C 1.612 -4.284 2.203  -0.11
C 1.096 -3.475 3.251  -0.17
C 0.426 -2.326 2.964  -0.24
C 0.204 -1.892 1.628  0.42
O -0.440 -0.794 1.411  -0.77
C 0.760 -2.736 0.578  -0.32
C 0.654 -2.376 -0.808  0.42
O 0.096 -1.387 -1.307  -0.67
C 1.452 -3.921 0.903  -0.15
H 1.258 -3.810 4.266  0.23
H 0.018 -1.697 3.748  0.23
H 1.144 -3.037 -1.537  0.15
H 1.859 -4.545 0.116  0.23
S -3.311 0.618 -0.869  -0.31
C -3.234 -1.078 -0.340  -0.27
C -3.437 -1.417 1.011  -0.20
C -3.301 -2.721 1.444  -0.20
C -2.944 -3.728 0.548  -0.22
C -2.744 -3.415 -0.780  -0.17
C -2.892 -2.100 -1.223  -0.24
H -3.685 -0.632 1.715  0.23
H -3.458 -2.963 2.488  0.22
H -2.829 -4.747 0.897  0.22
H -2.477 -4.186 -1.493  0.21
H -2.743 -1.876 -2.271  0.23
Cl 3.663 1.363 0.974  0.01
C 2.426 0.566 0.013  -0.38
Cl 1.004 1.642 -0.170  0.04
H 2.094 -0.330 0.514  0.23
H 2.797 0.379 -0.985  0.23

[7]
Molecular formula: C14H11ClN4O3
Method: DFT, wB97M-V/def2-TZVPD

## Properties
Kohn-Sham gap   6.35 eV
E_HOMO   -7.2 eV
Energy above the lowest of the compared OMol25 structures with the same formula, charge and spin   1.530 eV
Net charge   0
E_LUMO   -0.848 eV
Energy   -1444.88458 a.u.

Each line ends with the natural charge from an NBO analysis.
CARTESIAN COORDINATES (ANGSTROEM)
O 1.079 0.370 2.559  -0.55
O -0.528 3.014 -3.250  -0.61
O -0.693 -2.590 -1.525  -0.64
Cl -0.509 -4.556 4.822  -0.02
C 0.464 -0.219 1.680  0.54
C -0.074 2.824 -2.183  0.77
C 0.262 0.345 0.360  -0.24
C 0.294 1.632 -0.133  0.33
C -0.200 -0.564 -0.802  0.40
C -0.560 -4.401 2.069  -0.17
C 0.072 -2.420 3.025  -0.18
C -0.493 -3.768 0.841  -0.25
C -0.396 -3.676 3.242  -0.02
C -0.003 -1.664 1.833  -0.17
C -0.271 -2.452 0.716  0.22
N -0.002 1.649 -1.547  -0.25
N -0.364 0.276 -1.923  -0.21
N 0.276 4.030 -1.533  -0.65
N -0.308 -1.868 -0.598  0.02
C -0.501 -0.178 -3.362  -0.39
C 0.637 2.858 0.620  -0.47
C 0.865 4.151 -0.186  -0.20
H -0.838 -5.450 2.253  0.23
H 0.335 -1.820 3.910  0.24
H -0.738 -4.380 0.064  0.25
H 0.187 4.843 -2.178  0.43
H -1.507 -0.326 -3.693  0.22
H 0.023 -1.112 -3.498  0.24
H 0.004 0.547 -3.937  0.22
H 1.427 2.647 1.229  0.27
H -0.308 2.979 1.245  0.25
H 1.892 4.248 -0.432  0.19
H 0.479 5.029 0.313  0.21

[8]
Molecular formula: C14H11N
Method: DFT, wB97M-V/def2-TZVPD

## Properties
Kohn-Sham gap   7.62 eV
E_HOMO   -7.6 eV
Energy above the lowest of the compared OMol25 structures with the same formula, charge and spin   2.856 eV
Net charge   0
E_LUMO   0.001 eV
Energy   -594.74391 a.u.

Each line ends with the natural charge from an NBO analysis.
CARTESIAN COORDINATES (ANGSTROEM)
C -3.276 -0.414 0.099  0.14
C -3.209 1.015 -0.194  -0.21
C -1.965 1.802 -0.189  -0.19
C -0.742 1.037 0.003  -0.10
C 0.564 1.478 0.125  -0.09
C 1.675 0.713 0.031  -0.09
C 3.096 1.203 0.063  -0.19
C 4.143 0.381 0.176  -0.21
C 3.922 -1.006 -0.052  -0.22
C 2.678 -1.469 -0.105  -0.17
C 1.467 -0.736 -0.173  -0.05
C 0.293 -1.257 -0.197  -0.21
C -0.800 -0.447 -0.100  0.01
C -2.130 -1.126 -0.071  -0.25
H -5.342 -0.415 -0.231  0.36
H -4.960 -1.879 0.194  0.39
H -4.176 1.502 -0.355  0.20
H -2.090 2.901 -0.507  0.24
H 0.658 2.634 0.426  0.20
H 3.306 2.310 0.391  0.21
H 5.199 0.698 0.437  0.22
H 4.867 -1.487 0.125  0.21
H 2.484 -2.458 0.095  0.20
H 0.062 -2.312 -0.332  0.22
H -2.213 -2.156 0.258  0.21
N -4.583 -0.911 0.430  -0.82